Here is a structure of composition C14H51MgO14 from the OMol25 dataset. Energies are from ωB97M-V/def2-TZVPD.

## Properties
- charge = +1
- DFT total energy (eV) = -49448.548
- LUMO (eV) = -2.7

Each line ends with the Mulliken charge.
Positions of all 80 atoms, in Å:
Mg -2.868402 0.531993 -1.042552  0.91
C 0.875538 0.025603 0.004838  -0.09
C -0.581142 0.161043 -0.402142  2.45
O -0.919142 0.277363 -1.604702  -1.37
O -1.533072 0.168613 0.432998  -0.55
H 1.434478 0.955923 -0.096122  0.01
H 1.326828 -0.684577 -0.688042  -0.01
H 0.969238 -0.283197 1.045978  -0.55
C 1.662098 -3.114187 -2.098692  -0.61
O 1.650878 -3.531897 -0.686432  -0.51
H 1.074188 -3.794437 -2.714902  0.34
H 1.181978 -2.146687 -2.245422  0.08
H 2.662868 -3.048917 -2.525672  0.34
H 2.443128 -3.159627 -0.292272  0.39
C -1.755102 3.478833 -1.506162  -0.72
O -2.723532 2.601093 -0.926762  -0.22
H -2.238422 4.288103 -2.053512  0.43
H -1.028302 3.873363 -0.796082  0.37
H -1.219552 3.053363 -2.354852  0.07
H -3.185132 3.101583 -0.249982  0.20
C 0.628728 1.818083 -4.194682  -0.73
O 1.261088 1.621413 -2.939722  -0.46
H 0.050928 2.735533 -4.306642  0.25
H 1.388248 1.623333 -4.951862  0.35
H -0.145622 1.071103 -4.369292  0.22
H 0.625788 1.137723 -2.406762  0.12
C -3.867132 0.473673 3.517938  -0.40
O -4.902132 0.497733 2.559258  -0.50
H -3.994042 -0.419157 4.130178  0.32
H -2.901222 0.417643 3.015958  -0.04
H -3.910632 1.311473 4.213858  0.31
H -5.738992 0.337543 3.001548  0.28
C -4.105582 -2.462177 -1.776052  -1.00
O -3.227472 -1.485277 -1.137802  -0.09
H -5.065942 -2.024227 -2.048082  0.31
H -3.580302 -2.872727 -2.638392  0.34
H -4.339302 -3.204367 -1.012752  0.31
H -2.438802 -1.939497 -0.832372  0.44
C 2.025328 3.729973 -0.138872  -0.26
O 1.787888 4.057643 1.181658  -0.54
H 2.820598 2.987163 -0.201232  0.21
H 1.108298 3.297343 -0.538872  -0.14
H 2.402888 4.589703 -0.692412  0.36
H 2.555918 4.497873 1.553048  0.25
C 1.707978 -2.972317 3.014838  0.03
O 0.970818 -3.131247 4.210768  -0.56
H 2.763218 -2.931767 3.284898  0.33
H 1.525868 -3.710677 2.233968  0.31
H 1.456478 -2.034707 2.519118  -0.36
H 0.093188 -2.758397 4.099678  0.31
C 4.083758 0.611113 1.889348  -0.41
O 4.399248 0.709493 0.530918  -0.53
H 4.924578 0.248223 2.480468  0.39
H 3.906288 1.665623 2.100578  0.27
H 3.136298 0.146493 2.162358  -0.02
H 5.308688 0.989763 0.404538  0.27
C -1.273712 -2.999777 1.090108  0.03
O -1.293162 -3.287527 -0.319702  -0.67
H -1.310492 -3.909067 1.690058  0.41
H -0.361442 -2.469267 1.362908  -0.43
H -2.118942 -2.372297 1.372878  0.26
H -0.390062 -3.535677 -0.530522  0.33
C 0.217158 1.731113 3.473758  -0.15
O 0.122678 3.120323 3.158408  -0.54
H -0.394152 1.158463 2.776278  -0.12
H 1.237818 1.355463 3.546188  0.13
H -0.190102 1.622533 4.478968  0.35
H 0.803108 3.337713 2.517038  0.41
C 4.847798 -2.631057 -0.068062  -0.92
O 3.615788 -2.095737 0.336358  -0.29
H 5.326648 -1.942317 -0.764072  0.31
H 5.488188 -2.685627 0.812288  0.30
H 4.658318 -3.626947 -0.468582  0.35
H 3.848848 -1.168137 0.419098  0.22
C -3.828162 1.817553 -3.719692  -0.91
O -3.539902 0.677253 -2.901252  -0.17
H -4.471732 2.522003 -3.192752  0.30
H -3.031042 2.420053 -4.155232  0.34
H -4.563862 1.588253 -4.490582  0.35
H -3.343912 -0.009777 -3.542482  0.22

Forces on the atoms, in the same order (eV/Å):
Mg 0.798 -0.465 0.226
C -0.480 -0.146 -0.088
C -0.073 0.167 1.098
O 0.726 0.311 -1.680
O 0.229 -0.012 1.046
H -0.241 0.182 -0.193
H 0.150 -0.092 0.257
H -0.122 -0.178 -0.178
C -0.210 -0.154 0.772
O -0.873 -0.148 -2.215
H 0.117 -0.390 0.330
H 0.029 0.271 0.281
H 0.099 -0.146 0.241
H 0.117 0.553 0.391
C 0.482 0.888 -1.339
O -0.081 -0.186 -0.014
H -0.434 0.388 0.637
H -0.275 -0.191 0.169
H 0.083 -1.021 0.549
H -0.098 0.032 0.244
C -0.110 -1.102 -0.070
O -0.210 0.530 -0.179
H 0.679 0.653 0.022
H -0.184 0.676 -0.224
H -0.020 -0.522 0.104
H -0.242 -0.250 0.290
C -0.103 -0.594 0.727
O -0.109 0.300 -0.759
H 0.315 -0.198 0.110
H -0.138 0.175 -0.062
H 0.137 0.305 -0.206
H -0.005 0.038 0.019
C 0.398 0.166 0.830
O -1.541 0.730 -0.659
H 0.336 0.420 -0.114
H -0.252 -0.192 0.087
H 0.185 -0.306 -0.334
H 0.827 -0.844 0.204
C 0.865 -0.520 -0.906
O -0.302 0.497 1.555
H -0.017 -0.373 -0.209
H 0.181 0.248 -0.265
H -0.483 0.103 -0.363
H 0.025 0.084 0.047
C 0.081 0.647 -0.183
O -0.057 -0.221 -0.025
H -0.056 -0.192 -0.132
H 0.031 -0.545 0.296
H 0.128 0.395 0.088
H -0.024 -0.062 -0.036
C 0.317 2.376 1.188
O -0.387 -1.563 -1.814
H -0.243 -0.239 0.139
H 0.006 0.100 1.257
H 0.220 -0.668 -0.738
H 0.019 -0.015 0.196
C 0.169 -0.126 0.218
O -0.621 0.552 0.697
H -0.057 -0.179 -0.118
H -0.024 0.088 -0.121
H -0.064 -0.026 -0.283
H 0.579 -0.101 -0.251
C -0.498 0.715 0.440
O 0.014 -0.535 0.384
H 0.152 -0.329 -0.072
H 0.186 0.029 -0.339
H -0.164 -0.138 -0.024
H 0.081 0.140 -0.364
C 0.652 -0.318 0.368
O -0.261 0.380 0.151
H 0.079 -0.380 -0.424
H 0.305 -0.400 -0.044
H 0.364 0.105 -0.173
H -0.670 0.671 0.026
C -2.086 1.456 -0.269
O -0.134 0.767 -1.232
H 0.464 -0.029 0.830
H 0.597 -0.734 0.274
H 0.501 -0.733 -0.426
H 0.227 -0.575 0.335